A structure of composition C7H26FeN4OP at a distorted geometry, computed with the ωB97M-V functional and the def2-TZVPD basis.

Summary:
- gap between HOMO and LUMO (alpha / beta) (hartree) = 0.0789 / 0.2506
- E (a.u.) = -2181.4652
- total charge = -1
- highest occupied orbital energy (alpha / beta) (eV) = 0.659 / -4.145
- spin multiplicity = 5
- <S²> = 6.108

CARTESIAN COORDINATES (ANGSTROEM)
1 Fe 0.0733 -0.0162 -0.0261
2 P 0.2694 -0.2676 3.1769
3 O 0.9176 -0.1253 1.8163
4 N 1.2789 -1.6940 -0.7153
5 N -0.1358 1.2652 3.7278
6 N 1.5335 -0.9084 4.1352
7 N -1.0052 -1.3798 3.0541
8 C -0.6469 1.3987 5.0832
9 C -2.0085 -1.3773 4.1141
10 C 2.7232 -0.0631 4.2326
11 C -1.0334 1.6104 0.5611
12 C 0.7495 2.3996 3.4021
13 C 1.8977 -2.2632 3.7158
14 C -1.6237 -1.6678 1.7604
15 H 0.2009 3.3486 3.3032
16 H 1.0321 -2.9387 3.7368
17 H -1.4990 2.1418 -0.2880
18 H 1.2182 -2.5430 -0.1685
19 H 3.5134 -0.6300 4.7164
20 H -0.3432 2.3221 1.0357
21 H -2.3128 -2.5024 1.8224
22 H -1.5657 -1.3718 5.1092
23 H 2.2701 -1.4520 -0.7573
24 H 2.6666 -2.6329 4.3902
25 H 1.0159 -1.9614 -1.6914
26 H -0.8814 -1.9139 0.9668
27 H -2.2294 -0.7997 1.4494
28 H 2.3470 -2.2665 2.7021
29 H -2.6542 -0.4982 3.9711
30 H 3.1131 0.2119 3.2348
31 H -1.2715 -0.3474 -0.7714
32 H -1.5595 0.8344 5.2757
33 H 0.1506 1.0585 5.7565
34 H 2.5512 0.8538 4.8099
35 H 0.0515 0.6269 -1.4333
36 H -1.8210 1.4065 1.3003
37 H 1.4489 2.5402 4.2467
38 H -0.8315 2.4517 5.3172
39 H -2.6601 -2.2535 4.0243
40 H 1.3231 2.2403 2.4815

Atomic partial charges in e from the Löwdin method, atoms 1 to 5:
1. Fe 0.031
2. P 0.642
3. O -0.401
4. N -0.046
5. N -0.277

=====

The molecule C17H21N3O3S2, computed with the ωB97M-V functional and the def2-TZVPD basis.

Summary:
- gap between HOMO and LUMO (hartree) = 0.3159
- E (a.u.) = -1846.7710
- relative energy (zero: lowest compared OMol25 entry of this formula, charge and spin) (kcal/mol) = 17.3
- SMILES string = CCNC(=S)Nc1ccc(C)c(S(=O)(=O)Nc2ccccc2OC)c1
- highest occupied orbital energy (eV) = -8.163

CARTESIAN COORDINATES (ANGSTROEM)
1 S -1.8732 0.7621 1.8275
2 S 3.1730 1.8107 -3.0219
3 O -3.2521 0.7614 2.2156
4 O -0.7812 -2.9864 2.1440
5 O -1.1557 1.9976 1.9174
6 N 0.9580 0.6171 -2.4303
7 N 1.1323 2.8227 -1.6751
8 N -1.1048 -0.3846 2.7907
9 C 0.3147 -2.1790 1.9626
10 C -3.4190 -1.6527 0.4470
11 C -1.6057 0.0863 0.1831
12 C 1.5352 -2.5948 1.4559
13 C -2.3031 -1.0072 -0.3074
14 C -0.1267 0.1342 -1.7150
15 C 1.3181 5.0730 -2.6546
16 C 1.6776 1.7786 -2.3175
17 C 1.7786 4.1101 -1.5649
18 C -0.6413 -4.3638 1.8889
19 C 0.1374 -0.8302 2.3147
20 C -0.8199 -0.9695 -2.2239
21 C -1.8812 -1.5171 -1.5356
22 C -0.5352 0.6456 -0.4859
23 C 2.5642 -1.6812 1.2816
24 C 1.1787 0.0678 2.1481
25 C 2.3897 -0.3548 1.6256
26 H -2.3965 -2.3704 -1.9516
27 H 0.1451 -4.8076 2.5062
28 H 1.6927 -3.6246 1.1774
29 H -0.0166 1.4492 0.0066
30 H 3.5043 -2.0182 0.8729
31 H -1.7343 -1.1442 3.0091
32 H 1.8171 6.0302 -2.5359
33 H -3.9538 -0.9195 1.0434
34 H 2.8545 3.9435 -1.6462
35 H 1.3826 -0.0374 -3.0755
36 H 0.2429 5.2309 -2.5994
37 H 1.0124 1.0964 2.4233
38 H -0.5108 -1.3980 -3.1661
39 H -1.5988 -4.8118 2.1510
40 H 1.5655 4.6710 -3.6340
41 H -0.4291 -4.5546 0.8321
42 H -3.0125 -2.4079 1.1210
43 H 0.1419 2.8027 -1.4811
44 H 3.1926 0.3523 1.4884
45 H -4.1079 -2.1442 -0.2362
46 H 1.5503 4.5164 -0.5760

Atomic partial charges in e from the Löwdin method, atoms 1 to 5:
1. S 0.691
2. S 0.635
3. O -0.284
4. O -0.110
5. O -0.280

=====

A cluster of 2 separate species, C3H9NO3 in total at a distorted geometry, computed with the ωB97M-V functional and the def2-TZVPD basis.

Summary:
- gap between HOMO and LUMO (hartree) = 0.3916
- E (a.u.) = -400.1588
- relative energy (zero: lowest compared OMol25 entry of this formula, charge and spin) (kcal/mol) = 39.3
- SMILES string = NCCOC=O.O
- highest occupied orbital energy (eV) = -9.913

CARTESIAN COORDINATES (ANGSTROEM)
1 O -0.1156 0.0705 -3.0829
2 O 0.9533 -0.0350 0.7623
3 O 2.1408 0.3204 -1.1048
4 N -1.3234 0.0458 2.2728
5 C -0.1730 -0.6133 0.2354
6 C -1.3792 0.1388 0.8433
7 C 1.9660 0.3842 0.0986
8 H -1.4058 1.2015 0.5344
9 H 2.6286 1.0151 0.7234
10 H 0.5577 0.2252 -2.3822
11 H 0.3989 0.0515 -3.9214
12 H -2.3411 -0.3220 0.5467
13 H -1.0128 -0.9153 2.4533
14 H -0.1414 -0.5185 -0.8671
15 H -0.4995 0.6416 2.4097
16 H -0.2536 -1.6903 0.4784

Atomic partial charges in e from the Löwdin method, atoms 1 to 5:
1. O -0.096
2. O -0.010
3. O 0.056
4. N -0.009
5. C -0.178

=====

A cluster of 2 separate species, C8H12NO3 in total at a distorted geometry, computed with the ωB97M-V functional and the def2-TZVPD basis.

Summary:
- gap between HOMO and LUMO (hartree) = 0.3464
- E (a.u.) = -592.2119
- relative energy (zero: lowest compared OMol25 entry of this formula, charge and spin) (kcal/mol) = 8.8
- total charge = +1
- highest occupied orbital energy (eV) = -13.990

CARTESIAN COORDINATES (ANGSTROEM)
1 O 2.4449 0.7979 -1.3387
2 O 2.7903 -1.5474 1.8694
3 O 1.0136 2.2712 -2.3663
4 N 0.0196 0.1694 -0.2485
5 C 1.7310 1.4812 -1.9128
6 C 2.1819 -1.5807 0.9211
7 C 1.4782 -1.6641 -0.2149
8 C -1.2236 0.5210 -0.9622
9 C -2.3313 -0.4352 -0.6147
10 C -0.4097 0.1977 2.1346
11 C 0.5147 -0.9010 -0.7922
12 C 0.3354 0.8426 0.9587
13 H 1.4824 1.0077 1.0765
14 H -0.1419 1.8532 0.9685
15 H 0.1880 -1.0864 -1.7455
16 H 1.7560 -2.5741 -0.7467
17 H -1.4040 0.4973 2.1154
18 H -1.0632 0.6970 -2.0244
19 H -3.0984 -0.1038 -1.3404
20 H -2.0179 -1.4587 -0.9638
21 H -0.2072 -0.8560 2.2361
22 H -0.1235 0.6403 3.0655
23 H -2.3698 -0.4059 0.4927
24 H -1.5455 1.6371 -0.5675

Atomic partial charges in e from the Löwdin method, atoms 1 to 5:
1. O 0.216
2. O 0.327
3. O 0.237
4. N -0.118
5. C -0.418

=====

A structure of composition C48H47BLaN7O3P2S5Se at a distorted geometry, computed with the ωB97M-V functional and the def2-TZVPD basis.

Summary:
- gap between HOMO and LUMO (hartree) = 0.2341
- E (a.u.) = -7598.1828
- relative energy (zero: lowest compared OMol25 entry of this formula, charge and spin) (kcal/mol) = 15.0
- total charge = -2
- highest occupied orbital energy (eV) = -2.873

CARTESIAN COORDINATES (ANGSTROEM)
1 La -19.7667 -5.7976 7.4631
2 Se -26.1938 -9.9746 1.5337
3 S -17.7562 -4.0202 8.8483
4 S -24.4901 -5.8423 8.4416
5 S -18.3234 -4.8465 10.6442
6 S -20.4550 -7.2717 9.7677
7 S -20.2930 -5.2977 10.3715
8 P -22.4332 -11.5384 8.4495
9 P -20.9688 -12.3680 5.8683
10 O -18.9094 -5.0856 4.9166
11 O -20.8349 -2.0591 5.0858
12 O -20.7111 -3.8671 6.4185
13 N -18.0317 -7.8414 6.7908
14 N -20.8489 -7.3727 5.8050
15 N -25.5312 -7.3014 6.3769
16 N -25.2799 -9.8427 4.4040
17 N -24.2296 -8.3806 7.9189
18 N -20.3991 -8.3075 4.9008
19 N -17.9699 -8.4984 5.6093
20 C -21.2571 -4.5499 0.6037
21 C -22.1639 -12.0608 10.1607
22 C -22.1584 -7.2369 5.5669
23 C -17.2614 -12.9299 4.3400
24 C -23.0612 -13.7327 4.7868
25 C -24.8048 -7.2202 7.5024
26 C -25.5978 -9.9485 3.2776
27 C -21.4263 -8.7430 4.1594
28 C -16.5210 -13.6354 5.2993
29 C -21.8528 -16.2434 4.6422
30 C -24.1661 -12.1734 8.2108
31 C -15.5767 -1.4155 4.6086
32 C -18.5889 -12.5410 4.4862
33 C -18.4824 -13.5202 6.7062
34 C -21.4110 -12.8211 7.6221
35 C -18.0034 -2.9131 4.4030
36 C -24.7930 -11.5871 7.0569
37 C -21.1625 -15.1198 5.1467
38 C -19.9699 -4.0094 0.6355
39 C -21.6209 -12.6349 12.8774
40 C -19.2784 -3.7922 4.3796
41 C -26.7608 -12.7905 7.4086
42 C -21.8158 -11.3003 12.4438
43 C -21.2807 -4.5423 3.0275
44 C -23.7564 -14.8362 4.3759
45 C -17.0763 -8.3544 7.5884
46 C -22.0367 -11.0225 11.0983
47 C -16.6804 -0.9417 3.8856
48 C -26.2162 -13.4191 8.5552
49 C -21.7707 -13.6738 11.9315
50 C -20.3738 -3.1581 5.3927
51 C -21.8860 -4.8086 1.8264
52 C -16.9450 -9.3186 5.6075
53 C -16.3476 -9.2832 6.8376
54 C -26.0310 -6.2627 5.5111
55 C -15.7545 -2.6577 5.3223
56 C -23.1505 -16.0976 4.2394
57 C -22.5724 -8.0811 4.5300
58 C -24.9031 -13.1485 8.8778
59 C -19.2389 -12.8529 5.6917
60 C -19.3856 -3.7331 1.8366
61 C -26.0119 -11.9236 6.5978
62 C -21.9731 -13.3711 10.6060
63 C -17.8667 -1.6749 3.7352
64 C -17.1303 -13.8521 6.4949
65 C -19.9937 -3.9940 3.0223
66 C -21.7358 -13.8437 5.0884
67 C -16.9461 -3.3805 5.1540
68 B -18.9204 -8.2516 4.4171
69 H -21.7167 -4.8145 -0.3562
70 H -21.7018 -10.4807 13.1117
71 H -20.4340 -12.6784 8.1123
72 H -21.5861 -14.7362 12.2443
73 H -15.4193 -9.8513 7.1067
74 H -26.8744 -6.6176 4.9001
75 H -18.9696 -13.9227 7.6104
76 H -26.7893 -14.0816 9.2164
77 H -18.8801 -9.1936 3.6699
78 H -16.7461 -9.9055 4.7745
79 H -21.2398 -9.5221 3.4201
80 H -22.8745 -5.2632 1.8011
81 H -22.0056 -14.2348 9.9251
82 H -21.7902 -4.7616 3.9455
83 H -19.3796 -3.8485 -0.2982
84 H -24.5097 -13.6831 9.7207
85 H -15.5187 -13.9966 5.0806
86 H -23.6827 -16.9943 3.8932
87 H -21.3013 -17.2048 4.6247
88 H -23.7523 -8.3057 8.7798
89 H -22.1712 -9.9493 10.8102
90 H -21.7249 -13.8263 7.8402
91 H -17.0069 -4.2969 5.7360
92 H -26.3181 -5.4051 6.0314
93 H -18.9333 -5.7272 4.1854
94 H -19.1247 -12.0465 3.6856
95 H -18.6269 -1.2213 3.1668
96 H -14.9584 -3.0574 5.9308
97 H -16.8361 -12.7614 3.3841
98 H -21.3866 -12.8924 13.9285
99 H -16.6268 -0.0178 3.3628
100 H -16.9237 -7.9426 8.5557
101 H -24.0656 -9.1890 7.3424
102 H -18.6029 -7.3022 3.7737
103 H -14.6966 -0.7968 4.7530
104 H -23.4540 -12.7255 4.7401
105 H -22.7441 -6.5883 6.2122
106 H -25.6853 -8.2261 5.9595
107 H -23.5659 -8.2587 4.1715
108 H -25.2605 -6.0653 4.7699
109 H -24.1789 -10.8454 6.5385
110 H -20.1340 -15.2098 5.4703
111 H -26.4213 -11.3736 5.7447
112 H -18.3858 -3.3146 1.8637
113 H -27.8557 -12.9342 7.2437
114 H -16.6939 -14.4981 7.2285
115 H -24.7944 -14.6874 4.1937

Atomic partial charges in e from the Löwdin method, atoms 1 to 5:
1. La 1.508
2. Se 0.247
3. S -0.251
4. S 0.519
5. S -0.208

=====

A cluster of 2 separate species, CH7N4O in total at a distorted geometry, computed with the ωB97M-V functional and the def2-TZVPD basis.

Summary:
- gap between HOMO and LUMO (hartree) = 0.4325
- E (a.u.) = -336.2462
- relative energy (zero: lowest compared OMol25 entry of this formula, charge and spin) (kcal/mol) = 7.3
- total charge = +1
- highest occupied orbital energy (eV) = -15.172

CARTESIAN COORDINATES (ANGSTROEM)
1 O 1.3238 -0.8512 -0.3357
2 N 2.9323 0.4806 0.1932
3 N -1.2684 -1.1120 0.2960
4 N 1.7236 0.4185 0.1088
5 N -1.2404 1.1555 -0.1805
6 C -1.8375 0.0689 0.0803
7 H -2.9176 -0.0667 -0.0085
8 H -1.8515 1.8912 -0.4049
9 H -0.2243 -1.1722 0.3649
10 H 3.1772 1.3595 0.4769
11 H 1.9989 -1.4797 -0.4738
12 H -1.6039 -1.9994 0.1533
13 H -0.2122 1.3069 -0.2699

Atomic partial charges in e from the Löwdin method, atoms 1 to 5:
1. O -0.063
2. N 0.156
3. N 0.186
4. N -0.067
5. N 0.211